Molecular formula: C4H9N
Method: DFT, wB97M-V/def2-TZVPD

Its total charge is 0. The gap between HOMO and LUMO is 9.72 eV. The calculation puts the calculated total energy at -212.49643 Ha.

Structure (XYZ):
```
14
Properties=species:S:1:pos:R:3:forces:R:3:nbo_charge:R:1
C -1.630 0.420 -0.587 0.12 0.02 -0.07 -0.6304
C -0.583 0.456 0.514 -0.21 0.09 0.11 -0.0574
C -0.023 -0.808 1.057 -0.07 -0.24 0.24 -0.2416
N 0.848 0.208 0.531 0.04 -0.03 -0.07 -0.4203
C 1.837 0.008 -0.513 0.00 -0.04 -0.18 -0.4097
H -2.597 0.414 -0.061 0.20 -0.03 -0.24 0.2192
H -1.613 1.318 -1.213 0.07 -0.13 0.04 0.2110
H -1.605 -0.468 -1.231 0.21 0.19 0.15 0.2084
H -0.826 1.220 1.252 -0.03 -0.01 -0.09 0.1852
H -0.245 -1.704 0.464 0.24 0.23 0.03 0.1738
H 0.014 -0.980 2.129 0.06 -0.07 -0.03 0.1872
H 2.829 0.107 -0.050 -0.21 -0.10 -0.10 0.2005
H 1.810 -0.976 -1.009 -0.24 0.17 0.09 0.1752
H 1.783 0.785 -1.282 -0.18 -0.07 0.12 0.1989
```
Forces are in eV/Å.

---

Molecular formula: C17H46Br2N6O3P2
Method: DFT, wB97M-V/def2-TZVPD

Its total charge is 0. The gap between HOMO and LUMO is 8.95 eV. The calculation puts the calculated total energy at -7060.37695 Ha.

Structure (XYZ):
```
76
Properties=species:S:1:pos:R:3:forces:R:3:lowdin_charge:R:1
C 1.466 -0.510 -2.284 1.12 -0.05 1.40 -0.1203
N 0.674 0.519 -2.955 -0.38 -0.33 -0.45 -0.3047
C -0.548 -0.058 -3.520 -0.63 0.10 -0.28 -0.1175
P 1.450 1.646 -3.929 0.87 0.05 1.38 0.5396
O 2.239 1.143 -5.069 -0.14 0.11 0.02 -0.2894
N 0.231 2.672 -4.438 0.21 0.84 0.58 -0.2743
C 0.428 3.261 -5.773 0.12 -1.62 0.01 -0.1043
C -0.486 3.552 -3.477 0.78 0.29 -1.32 -0.0866
N 2.480 2.348 -2.760 -2.05 -0.22 0.29 -0.3103
C 2.182 2.532 -1.358 -0.71 0.14 0.94 -0.1169
C 3.685 2.939 -3.161 1.09 1.16 -2.75 -0.1606
H 2.556 -0.379 -2.470 -0.72 -0.03 0.03 0.0915
H 1.201 -1.531 -2.619 0.05 0.58 0.07 0.0879
H 1.345 -0.471 -1.137 -0.09 -0.10 -1.62 0.0762
H -0.934 -0.800 -2.818 -0.10 0.20 0.10 0.0615
H -0.414 -0.608 -4.487 0.11 0.61 0.55 0.1016
H -1.287 0.753 -3.632 0.13 -0.56 -0.18 0.0753
H 1.032 2.562 -6.349 0.32 0.23 0.14 0.0701
H -0.489 3.263 -6.308 -1.20 0.30 -0.26 0.0680
H 0.854 4.239 -5.808 0.45 0.77 0.34 0.0751
H -0.863 3.033 -2.646 -0.48 -1.01 1.01 0.0245
H 0.069 4.401 -3.071 0.60 -0.09 -0.19 0.0842
H -1.317 4.001 -3.993 -0.51 0.00 -0.31 0.0798
H 1.367 3.202 -1.034 -0.42 -0.11 -0.93 0.0688
H 1.955 1.575 -0.896 0.25 -0.05 0.37 0.0468
H 2.988 3.052 -0.833 0.53 -0.64 -0.27 0.0856
H 4.551 2.366 -2.785 -0.05 0.50 -0.20 0.0914
H 3.759 4.037 -2.943 0.02 -0.85 0.33 0.0923
H 3.651 2.924 -4.299 0.72 -0.21 1.29 0.0922
C -1.055 -4.388 4.244 -2.11 1.31 -0.15 -0.0785
N -1.130 -3.362 3.213 1.38 -1.04 -0.67 -0.3425
C -1.527 -2.076 3.597 0.67 1.50 0.03 -0.1503
P -0.835 -3.736 1.617 0.98 0.00 0.19 0.5753
O -0.826 -5.216 1.422 0.53 1.06 -0.03 -0.2842
N -2.092 -2.947 0.796 0.66 -0.33 0.86 -0.2956
C -3.394 -3.515 1.269 0.22 0.72 -1.69 -0.0789
C -1.865 -3.158 -0.636 -1.12 1.04 -0.47 -0.1299
N 0.641 -2.960 1.067 -1.72 -0.59 0.00 -0.2888
C 1.066 -1.620 1.579 0.23 -1.42 0.50 -0.1050
C 1.787 -3.876 0.916 -0.22 1.70 1.54 -0.1122
H -0.813 -5.272 3.733 0.37 -1.44 -0.27 0.0445
H -2.131 -4.454 4.611 1.41 -0.28 0.33 0.1088
H -0.328 -4.150 5.019 -0.14 0.04 0.16 0.0835
H -1.623 -1.486 2.685 -0.13 0.38 0.37 0.0593
H -0.860 -1.560 4.319 0.11 -0.27 -0.45 0.0911
H -2.460 -2.129 4.090 -1.51 0.10 0.56 0.0689
H -4.252 -2.828 1.161 0.55 -0.05 -0.28 0.0861
H -3.532 -4.401 0.646 -0.54 -0.21 0.43 0.0797
H -3.321 -3.759 2.293 0.05 -0.45 1.10 0.0502
H -2.474 -4.002 -0.955 0.23 -0.21 -0.30 0.0772
H -2.241 -2.260 -1.182 0.43 -0.57 0.12 0.0669
H -0.809 -3.334 -0.828 -0.11 0.12 -0.24 0.0649
H 1.322 -1.772 2.636 0.36 0.42 -0.05 0.0819
H 1.924 -1.166 1.039 -0.38 -0.76 0.13 0.0863
H 0.296 -0.882 1.568 -0.83 0.30 -0.18 0.0274
H 1.609 -4.807 0.473 -1.01 -1.36 -0.36 0.0551
H 2.285 -4.015 1.902 0.12 0.04 -0.69 0.0977
H 2.356 -3.343 0.205 1.59 0.43 -0.49 0.0594
C -0.311 2.090 5.041 -0.21 -1.06 0.94 -0.0188
C 0.369 2.295 3.758 1.09 0.40 -2.00 -0.4999
C 1.178 3.585 3.607 -1.16 -0.55 0.73 -0.0092
O 0.309 1.523 2.821 -0.21 -0.22 0.45 0.0293
H 0.360 2.376 5.865 -0.11 -0.56 -0.11 0.0979
H -0.767 1.066 5.118 0.66 1.02 0.09 0.1012
H -1.083 2.825 5.117 -0.83 0.49 -0.07 0.0824
H 1.481 3.805 2.605 0.20 -0.25 -0.58 0.0696
H 2.008 3.520 4.284 0.60 0.15 0.28 0.0794
H 0.528 4.380 3.948 -0.03 0.48 0.20 0.0812
Br -3.848 0.486 -0.272 0.30 0.16 -0.43 0.6065
C -2.060 0.521 0.500 0.45 0.59 1.40 -0.7126
C -1.058 1.580 0.027 -1.24 -0.24 -1.55 -0.6848
Br -1.675 3.318 0.601 -0.01 0.45 -0.12 0.6573
H -1.676 -0.510 0.400 -0.17 0.55 0.26 0.0196
H -2.298 0.845 1.549 0.46 -1.06 -0.76 0.0387
H -0.912 1.614 -1.067 -0.29 -0.05 0.45 0.0277
H -0.087 1.490 0.449 0.56 -0.49 0.73 0.0086
```
Forces are in eV/Å.

---

Molecular formula: C29H65BrFO16S7V
Method: DFT, wB97M-V/def2-TZVPD

Its spin multiplicity is 4. Its total charge is +1. The gap between HOMO and LUMO (spin up / spin down) is 6.75 / 8.58 eV. The calculation puts the calculated total energy at -8752.60481 Ha. As for the expectation value of S²: 3.75.

Structure (XYZ):
```
120
Properties=species:S:1:pos:R:3:forces:R:3:lowdin_spin:R:1
V 0.402 -0.633 1.943 -0.54 0.66 0.79 2.7923
Br -0.135 0.107 -0.489 0.01 -0.03 -0.12 0.0253
F -6.248 0.860 -5.294 0.50 -0.41 1.03 0.0000
C -5.557 0.434 -4.195 0.24 -0.68 -0.27 0.0000
C -5.264 -0.896 -3.995 0.20 -1.36 -0.72 0.0000
C -4.462 -1.357 -2.947 -0.17 1.69 0.45 0.0000
C -3.992 -0.418 -1.990 -0.67 -0.63 -0.94 0.0002
C -4.266 0.933 -2.215 0.43 -1.11 0.17 0.0000
C -5.009 1.314 -3.317 -0.06 2.04 0.02 0.0000
H -5.551 -1.620 -4.743 -0.25 0.00 -0.13 0.0000
H -4.182 -2.400 -2.945 -0.07 -0.06 0.28 0.0000
H -3.433 -0.748 -1.127 0.28 0.09 -0.04 0.0003
H -3.793 1.674 -1.587 -0.26 0.17 0.09 0.0000
H -5.121 2.365 -3.540 -0.11 0.22 0.12 0.0000
C 0.902 -4.225 -1.009 1.12 0.27 -0.30 0.0016
S 2.082 -3.626 0.325 -2.38 0.27 0.35 0.0097
O 1.211 -2.666 1.174 1.56 -2.81 -1.35 0.0243
C 2.125 -5.312 1.124 -0.62 1.39 0.86 0.0037
H 0.589 -3.345 -1.571 -0.17 0.11 0.32 0.0001
H 0.070 -4.849 -0.683 0.05 0.38 0.57 0.0001
H 1.457 -4.835 -1.721 0.34 -0.03 0.07 0.0004
H 2.565 -6.033 0.435 -0.35 0.01 0.11 0.0007
H 1.091 -5.424 1.447 -0.25 -0.67 -0.67 0.0001
H 2.603 -5.302 2.104 0.78 0.30 -0.33 0.0000
C -2.422 -3.895 0.605 -1.73 0.20 0.10 0.0022
S -1.652 -3.746 2.228 1.15 1.46 0.87 0.0110
O -1.054 -2.330 2.268 -1.89 -1.81 0.15 0.0213
C -3.103 -3.698 3.439 0.46 -0.33 -1.42 0.0008
H -3.464 -3.593 0.710 -0.09 0.46 -0.02 0.0001
H -2.544 -4.908 0.223 0.75 -0.17 0.22 0.0004
H -1.955 -3.217 -0.109 0.35 -0.10 0.28 0.0001
H -3.691 -4.608 3.318 0.04 -0.07 -0.18 0.0004
H -3.715 -2.835 3.176 0.14 0.11 0.25 0.0000
H -2.710 -3.708 4.456 0.18 0.31 -0.27 0.0000
C -2.825 1.832 4.488 -0.26 -0.02 -0.83 -0.0002
S -2.815 0.649 3.035 -2.17 1.32 0.51 0.0052
O -1.410 0.345 2.862 1.87 -0.51 -0.39 0.0145
C -3.258 1.930 1.821 -0.45 0.18 0.68 0.0016
H -3.827 2.228 4.658 -0.13 -0.39 0.13 0.0000
H -2.218 2.702 4.239 0.20 -0.19 -0.20 0.0000
H -2.407 1.340 5.366 -0.21 -0.11 -0.17 0.0000
H -3.433 1.625 0.790 0.57 -0.44 0.19 0.0001
H -2.506 2.711 1.929 -0.03 -0.02 -0.38 0.0001
H -4.222 2.297 2.175 -0.07 0.23 0.09 0.0002
C 0.701 3.429 4.600 0.19 -0.56 -0.28 0.0015
S 1.426 2.898 2.964 -0.78 -1.73 -1.34 0.0028
O 0.976 1.454 2.528 0.71 3.60 1.52 0.0151
C 0.509 4.034 1.876 -0.58 0.08 -0.36 0.0014
H 1.445 3.175 5.355 -0.12 -0.43 -0.04 0.0000
H -0.245 2.912 4.761 0.20 -0.04 0.02 0.0000
H 0.571 4.505 4.723 -0.03 0.08 -0.70 0.0001
H -0.551 4.073 2.130 0.00 -0.15 0.27 0.0000
H 0.551 3.698 0.840 0.33 -0.51 0.15 0.0001
H 0.893 5.052 1.828 0.41 -0.11 0.55 0.0001
C 4.638 0.703 2.772 0.73 -0.42 0.06 0.0005
S 3.969 -0.845 1.948 -0.95 2.51 -0.57 0.0115
O 2.480 -0.653 2.068 1.55 -0.34 0.49 0.0265
C 4.220 -0.372 0.195 0.45 -0.34 0.32 0.0040
H 5.718 0.803 2.666 0.19 -0.50 -0.31 -0.0001
H 4.497 0.604 3.849 -0.40 -0.20 -0.07 0.0000
H 4.261 1.671 2.441 -0.69 -0.42 -0.36 0.0000
H 3.787 -1.188 -0.383 -0.04 0.01 0.05 0.0000
H 5.282 -0.292 -0.040 0.08 -0.04 0.08 0.0006
H 3.709 0.558 -0.052 -0.10 -0.11 0.44 0.0001
C 1.214 -0.517 6.674 -0.26 0.65 -0.90 0.0008
S -0.098 -0.437 5.400 0.77 0.05 -0.44 0.0040
O 0.480 -1.043 4.137 -0.16 -0.25 1.57 0.0118
C -1.200 -1.626 6.225 -0.21 -0.43 -1.08 0.0009
H 1.259 -1.503 7.136 0.09 0.32 0.14 0.0001
H 1.002 0.344 7.309 -0.17 -0.45 0.61 0.0000
H 2.140 -0.231 6.176 0.01 -0.39 -0.18 0.0000
H -2.038 -1.792 5.549 0.03 0.11 -0.20 0.0000
H -1.648 -1.282 7.157 0.58 0.19 0.12 0.0001
H -0.660 -2.571 6.293 -0.02 0.01 0.34 0.0001
C 5.472 4.483 -1.665 -0.62 0.90 0.09 0.0000
S 4.299 3.797 -0.416 -0.84 -0.11 -0.81 0.0000
O 3.343 4.879 0.056 1.00 -1.07 -0.82 0.0000
C 3.375 2.674 -1.665 0.77 1.01 1.01 0.0002
H 6.304 3.829 -1.925 -0.32 -0.28 0.15 0.0000
H 5.878 5.421 -1.286 0.06 -0.17 0.48 0.0000
H 4.907 4.806 -2.539 -0.05 -0.37 -0.15 0.0000
H 2.536 2.266 -1.102 -0.08 -0.03 -0.18 0.0003
H 4.069 1.892 -1.972 0.02 -0.02 0.07 0.0000
H 3.072 3.259 -2.533 -0.12 0.07 0.20 0.0000
C 5.494 -4.048 -2.025 -0.19 0.19 0.89 0.0000
O 4.279 -3.283 -1.956 0.81 -0.07 -0.38 0.0000
C 3.985 -2.474 -2.973 3.20 -0.55 -4.50 0.0000
O 4.586 -2.350 -4.075 -1.36 -0.65 3.53 0.0000
O 2.930 -1.864 -2.636 -3.24 2.21 0.87 0.0001
C 2.163 -1.006 -3.512 -0.50 0.05 -0.76 0.0005
H 5.406 -4.852 -2.755 0.17 0.16 0.08 0.0000
H 5.549 -4.398 -0.994 0.13 -0.60 -0.21 0.0000
H 6.385 -3.432 -2.146 -0.23 0.11 -0.57 0.0000
H 2.529 0.011 -3.655 0.68 -0.15 0.53 0.0000
H 1.165 -0.911 -3.085 0.30 -0.28 0.32 0.0005
H 2.054 -1.402 -4.521 0.29 -0.48 0.16 0.0000
C -1.271 -0.331 -4.408 -1.36 0.58 -0.33 -0.0001
O -1.182 -1.778 -4.643 -0.19 0.88 0.83 0.0000
C -1.814 -2.338 -5.691 0.15 3.38 -3.87 0.0000
O -2.495 -1.772 -6.565 0.39 -0.69 2.88 0.0000
O -1.263 -3.491 -5.940 0.75 -1.47 1.42 0.0000
C -1.706 -4.277 -7.028 -0.10 0.47 -1.07 0.0000
H -0.804 0.046 -3.498 0.68 -1.24 0.15 -0.0003
H -2.291 0.009 -4.224 -0.40 -0.57 -0.36 0.0000
H -0.925 0.306 -5.221 0.27 -0.68 -0.43 0.0000
H -0.867 -4.931 -7.264 -0.53 -0.62 0.56 0.0000
H -1.821 -3.719 -7.957 -0.09 0.61 0.25 0.0000
H -2.695 -4.679 -6.809 0.37 -0.62 0.03 0.0000
C -2.368 6.477 1.141 -0.95 0.14 -0.80 0.0000
O -2.437 5.223 0.450 -0.07 -0.62 -0.02 0.0000
C -1.958 5.061 -0.776 4.61 0.80 -2.34 0.0000
O -1.100 5.787 -1.398 -4.01 -2.46 2.71 0.0000
O -2.295 3.806 -1.180 -0.73 0.82 1.55 0.0001
C -1.496 3.183 -2.155 0.68 0.87 -1.71 0.0000
H -1.368 6.906 1.190 -0.13 -0.09 -0.23 0.0000
H -2.800 6.306 2.127 0.32 -0.20 -0.03 0.0000
H -3.101 7.070 0.594 0.47 0.80 0.23 0.0000
H -1.739 3.659 -3.105 0.10 -0.11 -0.26 0.0000
H -1.686 2.114 -2.260 -0.20 0.21 0.70 -0.0003
H -0.438 3.386 -1.986 -0.02 -0.21 0.23 0.0001
```
Forces are in eV/Å.